Density functional theory data (the ωB97M-V functional and the def2-TZVPD basis) for 10 unconnected molecules or ions with the total composition C31H46Cl18IO4PS in a non-equilibrium geometry.

XYZ file:
```
102
Properties=species:S:1:pos:R:3:forces:R:3
C -2.1522 1.2181 -0.5329 -0.2 -1.3 -1.0
C -2.7088 0.4807 -1.5781 0.4 0.1 -0.1
C -2.1926 -0.8998 -1.9714 -1.3 -1.1 1.6
C -0.8674 -1.2678 -1.2990 -1.8 -0.2 -0.3
C -0.9243 -2.2666 -0.3250 0.6 0.6 -0.4
C 0.2498 -2.6009 0.3155 -0.8 -0.8 0.5
C 1.4495 -2.0048 -0.0124 1.4 -0.3 0.4
I 3.1344 -2.6568 1.0929 -0.3 -0.2 -0.2
C 1.5464 -1.0401 -0.9963 -0.6 0.2 -0.2
C 0.3293 -0.6670 -1.6302 1.2 0.8 -0.4
C 0.3863 0.4037 -2.6886 0.1 0.5 -0.5
O -0.5015 0.5916 -3.5021 0.2 -0.3 0.3
C 1.6186 1.2814 -2.7973 -0.7 -0.6 -0.1
P 1.6391 2.8458 -3.7513 0.4 1.4 -0.6
O 3.0489 2.8034 -4.5740 -0.9 -0.5 0.2
O 0.5002 2.8465 -4.8917 0.7 -0.8 0.6
S 1.5920 4.4287 -2.6806 -0.1 -0.3 0.2
C 2.7364 0.8995 -2.1902 0.1 0.0 0.4
C 2.8356 -0.3923 -1.4120 0.2 0.7 -0.4
O 3.9472 -0.8315 -1.2092 -0.5 -0.1 0.1
H -1.5160 2.0757 -0.7259 -1.6 1.0 0.2
H -2.4144 0.9075 0.4887 2.2 -1.1 -0.1
H -3.5807 0.8485 -2.1389 1.5 0.7 -1.3
H -2.9558 -1.6537 -1.6810 0.4 -0.1 -0.2
H -2.0701 -1.0103 -3.0528 -0.3 0.6 0.2
H -1.8782 -2.7398 -0.1069 0.3 0.0 0.1
H 0.1946 -3.3762 1.0776 0.3 0.3 -0.1
H 2.9323 2.2969 -5.3972 0.3 0.0 0.0
H 0.4872 1.9606 -5.3098 -0.4 0.3 0.0
H 3.6240 1.5317 -2.2560 0.0 -0.5 0.0
Cl 1.5387 0.3342 -6.5154 0.0 -0.2 0.0
C 1.5463 -1.1227 -5.4786 0.1 -0.2 0.3
C 1.5671 -2.3927 -6.2895 0.1 0.0 0.0
Cl 0.0397 -2.6499 -7.1705 0.0 0.0 0.0
H 0.6784 -1.0761 -4.8274 -0.1 0.0 -0.2
H 2.4427 -1.0648 -4.8597 0.1 0.0 -0.1
H 1.7002 -3.2462 -5.6264 0.0 0.1 0.1
H 2.3787 -2.3911 -7.0142 0.0 0.0 0.0
Cl 1.6789 0.2725 2.4624 -0.1 0.2 0.1
C 2.5926 1.2334 3.6518 0.0 0.2 0.1
C 4.0463 0.8354 3.7075 0.0 0.2 0.0
Cl 4.2776 -0.7964 4.3950 0.0 0.0 0.0
H 2.1118 1.1183 4.6226 0.1 -0.1 -0.4
H 2.5097 2.2766 3.3466 0.1 0.0 -0.1
H 4.5917 1.5273 4.3481 -0.1 0.0 0.0
H 4.5026 0.8498 2.7198 0.0 -0.1 0.0
Cl 1.5480 0.5456 6.7363 -0.2 0.0 0.4
C 1.5930 -0.9130 7.7623 0.1 -0.1 0.1
C 1.5725 -2.1798 6.9457 0.2 -0.1 0.0
Cl 0.0032 -2.4262 6.1330 0.0 0.0 0.0
H 0.7524 -0.8737 8.4513 0.1 0.1 -0.3
H 2.5146 -0.8620 8.3419 0.0 0.0 -0.1
H 1.7306 -3.0381 7.5979 -0.1 0.0 0.1
H 2.3498 -2.1785 6.1845 -0.1 0.1 -0.1
Cl -2.9685 3.2527 0.8055 -0.6 1.3 0.5
C -3.4947 4.9115 1.2132 0.0 0.0 0.2
C -3.8285 5.0618 2.6765 0.0 0.2 0.0
Cl -5.2956 4.1556 3.1201 -0.1 0.1 0.0
H -4.3457 5.1593 0.5828 0.0 -0.1 0.0
H -2.6709 5.5756 0.9530 0.0 0.0 0.0
H -4.0195 6.1095 2.9082 0.0 0.0 -0.1
H -3.0133 4.7152 3.3083 0.0 -0.1 0.0
Cl -4.4762 0.8885 4.0219 0.0 -0.1 0.0
C -5.3240 0.7196 5.5768 0.1 0.0 0.1
C -6.7460 0.2492 5.4013 0.0 -0.1 0.1
Cl -7.7734 1.4823 4.6260 0.0 0.0 0.0
H -5.2811 1.6782 6.0900 0.0 0.0 -0.1
H -4.7660 -0.0073 6.1644 0.0 0.0 0.0
H -7.1857 0.0379 6.3756 0.0 0.1 0.0
H -6.7943 -0.6557 4.7994 0.0 0.1 -0.1
Cl 3.0812 2.7512 -8.2224 0.1 0.1 0.0
C 1.4797 2.8422 -9.0046 -0.1 -0.1 -0.2
C 1.1281 4.2500 -9.4145 0.0 0.1 -0.1
Cl 0.8445 5.3044 -8.0094 0.0 0.0 0.0
H 0.7437 2.4317 -8.3165 0.0 0.1 0.1
H 1.5209 2.2004 -9.8839 0.0 0.0 0.0
H 0.2082 4.2420 -9.9979 0.0 -0.1 0.0
H 1.9143 4.6968 -10.0193 0.0 0.0 0.1
Cl -1.4848 -5.5489 1.6958 0.0 0.0 0.0
C -3.1988 -6.0213 1.8047 -0.1 -0.1 0.1
C -3.9111 -5.8885 0.4822 -0.1 -0.1 0.0
Cl -4.0977 -4.1870 -0.0153 -0.1 0.0 0.0
H -3.6684 -5.4124 2.5739 0.0 0.1 -0.1
H -3.2200 -7.0609 2.1294 0.0 0.0 -0.1
H -4.9142 -6.3057 0.5613 0.0 0.0 0.1
H -3.3834 -6.4146 -0.3100 0.1 0.1 0.0
Cl -0.3277 -1.5382 10.4363 -0.1 -0.1 0.3
C -2.0319 -2.0482 10.5351 -0.2 -0.1 0.1
C -2.7397 -1.9016 9.2118 -0.1 -0.1 -0.1
Cl -2.9506 -0.1933 8.7529 0.0 0.0 0.0
H -2.5142 -1.4646 11.3158 0.1 0.1 -0.1
H -2.0334 -3.0939 10.8397 0.0 0.0 -0.1
H -3.7351 -2.3392 9.2784 0.0 0.0 0.1
H -2.1971 -2.4010 8.4110 0.1 0.1 0.0
Cl 7.5863 -1.2020 -8.1864 0.0 0.0 0.0
C 7.0874 0.4669 -7.8101 0.0 0.1 -0.1
C 6.6797 0.6282 -6.3673 0.1 0.2 0.0
Cl 5.1641 -0.2340 -5.9987 -0.1 0.0 0.0
H 6.2784 0.7376 -8.4853 0.0 -0.1 0.0
H 7.9414 1.1085 -8.0228 0.0 0.0 0.1
H 6.5054 1.6814 -6.1496 0.0 0.0 -0.1
H 7.4480 0.2619 -5.6904 0.0 -0.1 0.0
```
Positions in Å, forces in eV/Å.

For the highest occupied orbital energy, the calculation gives -6.880 eV. The calculation puts the relative energy (zero: lowest compared OMol25 entry of this formula, charge and spin) at 0.000 eV. As for the maximum force: 2.414 eV/Å. The SMILES is C=CCc1ccc(I)c2c1C(=O)C(P(O)(O)=S)=CC2=O.ClCCCl.ClCCCl.ClCCCl.ClCCCl.ClCCCl.ClCCCl.ClCCCl.ClCCCl.ClCCCl. Its charge is 0. For the LUMO energy, the calculation gives -1.23 eV.

These are the Mulliken partial charges, in e, on atoms 1 to 99:
1. C -0.916
2. C -0.199
3. C -0.810
4. C 0.857
5. C -0.515
6. C -0.282
7. C -0.953
8. I 0.156
9. C 0.473
10. C 0.752
11. C 0.593
12. O -0.654
13. C 0.396
14. P 0.576
15. O -0.427
16. O -0.429
17. S -0.466
18. C -0.654
19. C 0.019
20. O -0.546
21. H 0.428
22. H 0.287
23. H 0.369
24. H 0.295
25. H 0.341
26. H -0.046
27. H 0.111
28. H 0.306
29. H 0.282
30. H 0.474
31. Cl -0.014
32. C -0.043
33. C -0.529
34. Cl -0.204
35. H 0.040
36. H 0.069
37. H 0.409
38. H 0.330
39. Cl -0.027
40. C 0.091
41. C -0.452
42. Cl -0.165
43. H -0.357
44. H 0.342
45. H 0.322
46. H 0.333
47. Cl -0.275
48. C 0.068
49. C -0.378
50. Cl -0.180
51. H -0.223
52. H 0.381
53. H 0.334
54. H 0.191
55. Cl -0.102
56. C -0.514
57. C -0.470
58. Cl -0.142
59. H 0.302
60. H 0.306
61. H 0.344
62. H 0.281
63. Cl -0.091
64. C -0.377
65. C -0.445
66. Cl -0.183
67. H 0.319
68. H 0.154
69. H 0.312
70. H 0.312
71. Cl -0.139
72. C -0.382
73. C -0.480
74. Cl -0.152
75. H 0.219
76. H 0.366
77. H 0.310
78. H 0.314
79. Cl -0.155
80. C -0.482
81. C -0.469
82. Cl -0.169
83. H 0.302
84. H 0.345
85. H 0.346
86. H 0.301
87. Cl -0.166
88. C -0.481
89. C -0.406
90. Cl -0.185
91. H 0.332
92. H 0.323
93. H 0.378
94. H 0.231
95. Cl -0.189
96. C -0.378
97. C -0.555
98. Cl -0.067
99. H 0.247

=====

Density functional theory data (the ωB97M-V functional and the def2-TZVPD basis) for a single C2H6N2 molecule in a non-equilibrium geometry.

XYZ file:
```
10
Properties=species:S:1:pos:R:3:forces:R:3
C -0.9422 -1.0455 0.3516 0.8 0.5 -0.8
N -0.4575 0.1618 -0.3132 -0.1 -0.8 0.5
C 0.8028 0.6075 -0.0883 -0.5 0.9 -0.8
N 1.1422 1.7251 -0.5954 0.6 0.2 0.2
H -0.1226 -1.7639 0.3139 -0.2 -0.3 0.0
H -1.1765 -0.8858 1.4006 -0.4 0.0 0.1
H -1.7665 -1.4236 -0.2385 -0.3 -0.2 0.3
H -1.0367 0.7195 -0.9311 0.2 -0.2 0.4
H 1.4482 -0.0505 0.4870 0.0 -0.1 0.2
H 2.1086 1.9552 -0.3866 0.0 -0.1 0.0
```
Positions in Å, forces in eV/Å.

For the highest occupied orbital energy, the calculation gives -8.654 eV. The calculation puts the relative energy (zero: lowest compared OMol25 entry of this formula, charge and spin) at 0.886 eV. As for the maximum force: 1.338 eV/Å. The SMILES is [H]/N=C/NC. Its charge is 0. For the LUMO energy, the calculation gives 1.09 eV.

The computed Mulliken charges, all in e, follow:
1. C -0.798
2. N -0.249
3. C 0.084
4. N -0.673
5. H 0.281
6. H 0.261
7. H 0.305
8. H 0.289
9. H 0.270
10. H 0.229

=====

Density functional theory data (the ωB97M-V functional and the def2-TZVPD basis) for a single C5H7N molecule in a non-equilibrium geometry.

XYZ file:
```
13
Properties=species:S:1:pos:R:3:forces:R:3
C -1.5691 0.6048 0.1227 0.2 1.7 1.5
C -0.6903 -0.5728 -0.2203 1.1 -1.6 0.7
C 0.7783 -0.1490 0.0106 1.5 -3.5 0.5
C 1.8483 -1.0247 0.1015 -2.3 2.3 -0.6
C 0.9998 1.2266 0.0445 0.9 1.7 -0.4
H -1.4925 0.8386 1.2996 0.0 -0.3 -2.7
H -2.5812 0.3305 -0.0499 -1.0 0.0 -0.2
H -1.3305 1.5596 -0.4833 -0.4 -1.6 1.1
H -0.9710 -1.4814 0.4924 0.7 1.8 -1.7
H -0.6992 -0.9205 -1.2981 -0.6 0.4 1.2
H 1.5936 -2.0392 -0.0902 0.2 -0.9 0.2
H 2.8884 -0.7170 0.1839 -0.4 0.0 0.1
N 1.2255 2.3447 -0.1133 -0.1 0.0 0.3
```
Positions in Å, forces in eV/Å.

For the highest occupied orbital energy, the calculation gives -9.859 eV. The calculation puts the relative energy (zero: lowest compared OMol25 entry of this formula, charge and spin) at 1.623 eV. As for the maximum force: 3.842 eV/Å. The SMILES is C=C(C#N)CC. Its charge is 0. For the LUMO energy, the calculation gives 0.29 eV.

The computed Mulliken charges, all in e, follow:
1. C -1.217
2. C -0.143
3. C 0.538
4. C -1.018
5. C 0.140
6. H 0.271
7. H 0.365
8. H 0.335
9. H 0.276
10. H 0.259
11. H 0.302
12. H 0.334
13. N -0.443

=====

Density functional theory data (the ωB97M-V functional and the def2-TZVPD basis) for a single C6H15NO3S molecule in a non-equilibrium geometry.

XYZ file:
```
26
Properties=species:S:1:pos:R:3:forces:R:3
C -0.3502 0.9979 1.5397 -0.5 2.5 -2.8
C -0.2698 1.8901 -1.0194 -0.2 -2.8 2.8
C 0.3566 -1.6291 0.8472 0.5 -3.1 -0.6
C 0.4974 -1.0612 -1.4837 -3.2 1.0 -2.5
C 2.0052 -0.0926 0.0406 -0.7 2.7 0.5
C -0.4051 0.5285 0.1159 -1.9 3.6 -1.2
N 0.5795 -0.5329 -0.1366 1.7 -0.5 1.0
O -2.3711 -0.4241 -1.4804 0.0 -0.2 1.3
O -2.3679 -1.1887 0.9187 -0.3 1.1 -1.2
O -2.8941 1.1573 0.3013 -0.1 -0.5 0.1
S -2.2284 -0.0797 -0.0505 0.3 0.4 -0.5
H 0.5678 1.3218 1.8615 2.5 1.3 0.4
H -0.5050 0.2044 2.0867 -1.5 -3.9 3.3
H -1.0921 1.7514 1.7287 -0.3 0.2 0.0
H 0.8208 1.9608 -1.1613 -0.8 0.4 -0.7
H -0.9263 1.4782 -1.7729 0.5 0.4 -0.9
H -0.7221 2.8205 -0.6077 0.5 -1.0 0.0
H 0.6744 -1.3121 1.7991 0.0 0.6 1.2
H -0.7275 -1.9265 0.8377 1.3 0.2 0.1
H 1.0741 -2.5345 0.6563 -1.4 1.7 -0.3
H 0.7182 -2.0693 -1.4235 0.9 -2.0 -0.1
H -0.6662 -1.0434 -1.8527 2.9 0.4 0.7
H 1.2167 -0.5209 -2.1147 -0.6 -0.2 0.0
H 2.1468 0.8310 -0.5467 0.3 -1.1 -0.6
H 2.1763 0.3620 1.0027 -0.3 -0.5 0.8
H 2.6919 -0.8890 -0.0858 0.4 -0.7 -0.6
```
Positions in Å, forces in eV/Å.

For the highest occupied orbital energy, the calculation gives -9.366 eV. The calculation puts the relative energy (zero: lowest compared OMol25 entry of this formula, charge and spin) at 3.271 eV. As for the maximum force: 5.363 eV/Å. The SMILES is CC(C)([N+](C)(C)C)S(=O)(=O)[O-]. Its charge is 0. For the LUMO energy, the calculation gives 0.19 eV.

The computed Mulliken charges, all in e, follow:
1. C -2.256
2. C -1.022
3. C -1.083
4. C -0.758
5. C -1.011
6. C 0.117
7. N 0.424
8. O -0.731
9. O -0.714
10. O -0.643
11. S 1.326
12. H 0.533
13. H 0.717
14. H 0.489
15. H 0.274
16. H 0.449
17. H 0.301
18. H 0.541
19. H 0.481
20. H 0.367
21. H 0.425
22. H 0.251
23. H 0.371
24. H 0.376
25. H 0.336
26. H 0.441

=====

- Number 3 is which compound?
  C5H7N

=====

- Which formula does entry 2 have?
  C2H6N2